No. 1
{
  "formula": "C16H28NO2",
  "method": "ωB97M-V/def2-TZVPD",
  "lumo_energy_ev": -2.260,
  "spin_multiplicity": 1,
  "total_charge": 1,
  "orbital_gap_ev": 10.4,
  "e_above_lowest_kcal_mol": 107.8,
  "max_force_ev_per_a": 3.8,
  "total_energy_ev": -22621.391,
  "smiles": "CCC[N+]1(CC#CC2(O)CCCCC2)CCOCC1",
  "symbols": ["C", "C", "C", "N", "C", "C", "C", "C", "O", "C", "C", "C", "C", "C", "C", "C", "O", "C", "C", "H", "H", "H", "H", "H", "H", "H", "H", "H", "H", "H", "H", "H", "H", "H", "H", "H", "H", "H", "H", "H", "H", "H", "H", "H", "H", "H", "H"],
  "xyz": [[0.3064, -0.1372, -4.4843], [0.9863, 0.0572, -3.1538], [0.6001, -1.0534, -2.1370], [1.4809, -1.3521, -0.9383], [1.6351, -0.0720, -0.1715], [0.3896, 0.6680, 0.0094], [-0.6431, 1.2181, 0.2924], [-2.0274, 1.6952, 0.6816], [-2.6782, 1.6916, -0.6669], [-2.7780, 0.8167, 1.6899], [-2.2392, 0.7480, 3.1135], [-2.1906, 2.2274, 3.5668], [-1.3815, 3.1893, 2.7038], [-2.0022, 3.1887, 1.3468], [2.8150, -1.9479, -1.3174], [3.6365, -2.5484, -0.0871], [2.7752, -3.4993, 0.4627], [1.5286, -3.0387, 0.8713], [0.6985, -2.3812, -0.2287], [0.2626, -1.2072, -4.7568], [-0.7339, 0.3803, -4.4812], [0.9771, 0.2860, -5.2538], [2.0353, 0.0067, -3.3020], [0.7885, 1.0303, -2.7605], [0.7203, -1.9964, -2.7498], [-0.5658, -0.9511, -1.9709], [2.0778, -0.3154, 0.7573], [2.3516, 0.5731, -0.8086], [-3.5762, 1.9023, -0.6125], [-3.7997, 1.1864, 1.7271], [-2.8086, -0.2549, 1.3109], [-1.2723, 0.2861, 3.0803], [-2.9412, 0.1826, 3.7087], [-3.2275, 2.5968, 3.5724], [-1.9734, 2.3232, 4.6386], [-0.3373, 2.8271, 2.7061], [-1.4134, 4.2423, 3.0514], [-1.5244, 3.8365, 0.6113], [-3.0332, 3.6651, 1.4511], [3.3523, -1.1147, -1.8596], [2.7523, -2.7487, -1.9719], [3.8041, -1.7807, 0.7145], [4.5529, -3.0794, -0.3848], [1.5045, -2.3646, 1.6469], [0.9551, -3.9235, 1.1963], [0.4166, -3.0616, -1.0277], [-0.2562, -1.9967, 0.2141]],
  "forces_ev_per_a": [[-1.1, 0.5, -0.6], [0.1, -0.8, 1.4], [-1.5, -0.9, -3.3], [-1.6, 0.7, -0.5], [0.9, 1.7, -1.9], [-0.3, -0.3, 0.5], [-0.9, -0.2, 0.8], [-0.5, 1.9, -0.7], [3.1, -0.6, 1.4], [0.1, -2.6, -1.1], [-0.2, 2.3, -1.0], [-0.8, 0.2, 1.8], [0.5, -0.4, 0.5], [-0.7, -0.5, -2.2], [2.5, 2.7, 1.0], [-1.8, 1.6, 0.2], [0.2, -1.2, 0.3], [-1.5, -1.8, -1.9], [-0.6, -1.0, 0.8], [-0.4, 0.4, 0.2], [1.8, -1.1, -0.3], [-0.7, 0.2, 0.2], [1.2, -0.1, -0.2], [-0.3, 0.7, 0.3], [-0.3, 0.8, 0.7], [2.6, -0.3, 0.7], [0.6, 0.0, 1.0], [-0.9, -1.0, 1.2], [-2.3, 0.6, 0.5], [-0.2, 0.1, -0.1], [-0.2, 1.2, 0.0], [0.7, -0.3, 0.4], [0.1, -0.2, 0.3], [0.0, -0.2, -0.3], [0.6, -0.2, -0.2], [-0.2, 0.4, -0.2], [0.2, -0.8, 0.3], [0.4, 0.0, 0.1], [0.9, -1.2, -0.3], [-0.3, -0.9, 0.7], [-1.0, -1.4, -1.4], [0.5, -0.3, -0.9], [-0.4, 0.6, -0.1], [0.8, 1.6, 2.3], [0.3, 0.3, 0.0], [0.0, -0.4, 0.2], [1.0, 0.2, -0.5]],
  "lowdin_charge": [-0.0924, -0.2519, -0.1366, -0.2357, -0.0989, 0.0147, 0.1142, -0.3962, -0.0112, -0.1557, -0.1650, -0.2058, -0.2092, -0.1293, -0.0323, -0.1175, -0.1071, -0.1685, -0.0940, 0.0809, 0.1218, 0.0869, 0.0886, 0.1026, 0.1359, 0.1910, 0.1143, 0.1745, 0.0570, 0.1244, 0.1366, 0.0991, 0.1147, 0.1152, 0.1121, 0.1198, 0.1295, 0.1132, 0.1465, 0.1517, 0.1165, 0.1381, 0.1487, 0.1009, 0.1578, 0.1384, 0.1616]
}

No. 2
{
  "formula": "C3H9NO3S",
  "method": "ωB97M-V/def2-TZVPD",
  "lumo_energy_ev": 0.384,
  "spin_multiplicity": 1,
  "total_charge": 0,
  "orbital_gap_ev": 9.6,
  "e_above_lowest_kcal_mol": 14.6,
  "max_force_ev_per_a": 1.2,
  "total_energy_ev": -21724.998,
  "smiles": "N[C@H](CS)C(=O)O.O",
  "symbols": ["N", "C", "C", "S", "C", "O", "O", "H", "H", "H", "H", "H", "H", "H", "O", "H", "H"],
  "xyz": [[-1.0106, -0.1158, -1.2362], [-0.6563, -0.4123, 0.1140], [-0.6279, 0.8742, 0.9019], [-2.2537, 1.4953, 1.3812], [0.7138, -1.1092, 0.2648], [1.4676, -0.9675, 1.1879], [0.9718, -1.9413, -0.7653], [-0.9998, -0.8483, -1.9214], [-0.6011, 0.7552, -1.5699], [-1.3691, -1.1192, 0.5505], [-0.1065, 1.6356, 0.3221], [-0.0777, 0.7533, 1.8268], [-2.7698, 1.5075, 0.1447], [1.9094, -2.2081, -0.7552], [3.1447, 0.0854, -2.4847], [2.4507, -0.3456, -1.9789], [2.7710, 0.6544, -3.1721]],
  "forces_ev_per_a": [[-0.6, 0.9, -0.5], [0.8, -0.6, 0.1], [-0.2, 0.3, 0.3], [-0.1, 0.0, 0.0], [0.0, 0.1, 0.3], [0.1, 0.0, -0.1], [0.3, 0.1, -0.6], [0.2, -0.2, 0.1], [-0.1, -0.5, 0.0], [-0.1, 0.1, 0.0], [0.1, 0.0, 0.0], [0.1, -0.1, 0.1], [0.0, 0.0, 0.0], [-0.4, -0.1, 0.4], [0.5, 0.1, -0.1], [-0.3, 0.3, -0.4], [-0.2, -0.4, 0.4]],
  "lowdin_charge": [0.0480, -0.4011, -0.5423, 0.7195, -0.4829, 0.1201, 0.0888, 0.0811, 0.0887, 0.1507, 0.0823, 0.0713, -0.1469, 0.1340, -0.0517, -0.0028, 0.0432]
}

No. 3
{
  "formula": "C18H50N4O6",
  "method": "ωB97M-V/def2-TZVPD",
  "lumo_energy_ev": 0.618,
  "spin_multiplicity": 1,
  "total_charge": 0,
  "orbital_gap_ev": 9.6,
  "e_above_lowest_kcal_mol": 260.6,
  "max_force_ev_per_a": 5.4,
  "total_energy_ev": -37710.894,
  "symbols": ["C", "C", "C", "O", "C", "N", "H", "H", "H", "H", "H", "H", "H", "H", "H", "H", "H", "C", "C", "C", "O", "C", "N", "H", "H", "H", "H", "H", "H", "H", "H", "H", "H", "H", "C", "C", "C", "O", "C", "N", "H", "H", "H", "H", "H", "H", "H", "H", "H", "H", "H", "C", "C", "C", "O", "C", "N", "H", "H", "H", "H", "H", "H", "H", "H", "H", "H", "H", "C", "C", "O", "O", "H", "H", "H", "H", "H", "H"],
  "xyz": [[-1.5114, -4.1858, -2.7349], [-2.2992, -2.9449, -2.9551], [-1.4838, -1.6609, -2.8816], [-2.2312, -0.5209, -3.1827], [-3.2832, -0.3044, -2.2681], [-2.8227, -2.8703, -4.3332], [-2.1985, -5.0269, -2.6418], [-0.8383, -4.2679, -1.8815], [-0.9759, -4.3946, -3.6611], [-3.0495, -2.9577, -2.1645], [-0.5616, -1.7498, -3.4559], [-1.2449, -1.6817, -1.8183], [-3.0458, -0.3349, -1.2047], [-4.1704, -0.8938, -2.4993], [-3.5403, 0.7095, -2.5746], [-3.8173, -3.0419, -4.3719], [-2.6841, -1.8785, -4.4646], [2.7746, 2.4699, 1.1013], [1.4253, 3.1354, 1.3325], [1.5048, 4.4940, 1.9925], [1.1185, 4.6263, 3.3440], [2.1300, 4.3138, 4.3181], [0.7869, 3.2486, 0.0041], [3.3755, 2.4302, 2.0098], [3.3251, 2.9413, 0.2871], [2.5613, 1.4251, 0.8753], [0.8597, 2.4262, 1.9369], [0.8549, 5.2045, 1.4816], [2.4304, 4.9554, 1.6484], [1.7852, 4.3280, 5.3520], [2.9961, 4.9095, 4.0299], [2.5745, 3.3640, 4.0207], [0.4325, 2.3893, -0.3910], [1.5616, 3.6157, -0.5299], [-0.2573, -0.1157, -1.3125], [-0.3601, -0.4687, 0.1326], [-0.5962, 0.8232, 0.9909], [-0.1657, 0.5600, 2.3145], [-0.4460, 1.6485, 3.1975], [-1.6304, -1.2100, 0.3044], [-0.7283, -0.8142, -2.0041], [0.7803, 0.0505, -1.6021], [-0.8597, 0.7668, -1.5282], [0.3838, -1.1797, 0.4921], [-1.5987, 1.2432, 0.9098], [0.1581, 1.5568, 0.7062], [-1.5166, 1.8516, 3.1722], [0.0079, 2.6085, 2.9516], [0.1262, 1.4527, 4.1043], [-1.4068, -2.1322, -0.0415], [-1.8532, -1.2734, 1.2875], [1.4418, -3.1116, 0.5434], [0.9160, -3.1942, 1.9867], [0.0811, -2.0120, 2.4259], [-0.3035, -2.2334, 3.8130], [-1.1531, -1.2264, 4.3744], [0.0421, -4.3597, 1.9249], [0.7249, -2.6037, -0.1017], [1.7560, -4.0565, 0.0999], [2.3803, -2.5575, 0.5624], [1.7301, -3.4203, 2.6753], [-0.7464, -2.0000, 1.7164], [0.6999, -1.1159, 2.3793], [-1.4680, -1.4462, 5.3945], [-2.0663, -1.1314, 3.7869], [-0.6772, -0.2458, 4.3680], [-0.6199, -4.1970, 1.1796], [-0.5824, -4.2361, 2.7090], [2.0600, 2.1713, -4.0091], [0.8647, 1.5046, -3.2321], [0.5891, 0.1817, -3.7925], [3.2609, 1.4987, -3.8473], [2.3181, 3.1156, -3.5297], [1.7931, 2.4364, -5.0321], [-0.0081, 2.1550, -3.2895], [1.2232, 1.4909, -2.2028], [-0.2302, 0.2317, -4.2902], [3.1982, 0.7218, -4.4077]],
  "forces_ev_per_a": [[0.4, -1.4, -0.7], [-0.4, 0.5, -1.1], [-2.0, -4.6, 0.4], [0.9, -0.5, -0.2], [-1.1, 1.7, -0.9], [-0.2, -0.4, 0.5], [-0.1, -0.1, 0.1], [0.0, 0.5, 0.1], [0.4, 0.0, 0.1], [-0.5, 0.5, -0.1], [-0.3, 0.2, -0.2], [-1.3, -2.1, -0.9], [0.4, -0.3, -0.3], [0.1, -0.4, 0.1], [-0.5, 0.2, 0.6], [-0.1, -0.1, -0.1], [-0.8, 0.0, -1.2], [0.0, -0.5, 0.8], [0.3, -1.1, -0.7], [-0.8, 1.4, -0.9], [0.2, -0.2, 0.8], [0.8, -0.5, -2.4], [0.3, 1.7, 0.4], [0.3, 0.2, 0.0], [0.2, 0.0, 0.1], [0.2, -0.1, -0.4], [0.9, 0.9, -0.8], [-0.7, -0.5, -0.1], [1.0, 0.0, 1.1], [0.0, 0.3, -0.4], [0.1, 1.0, 1.0], [-0.4, -0.9, 0.7], [0.5, 0.3, -0.3], [-0.4, 0.0, -1.0], [1.6, 1.9, 0.8], [-2.6, 1.0, 0.9], [3.0, -0.8, -0.4], [-0.8, 1.4, 0.9], [0.3, 0.3, -0.2], [-0.7, 0.3, -1.0], [3.4, 3.4, 2.4], [-0.4, -0.4, 0.5], [0.3, 0.5, 0.3], [0.5, 1.8, -0.2], [-0.3, -0.3, 0.0], [-1.2, -0.8, -0.4], [-0.2, -0.3, 1.0], [-0.7, -0.2, 0.0], [-1.0, -0.3, 0.5], [-0.7, -0.7, 0.3], [-0.6, 0.1, -0.4], [1.2, 0.8, 0.6], [-0.4, -1.4, -1.1], [1.9, -0.5, 1.5], [-0.3, 0.0, -0.3], [0.2, 0.1, -0.7], [-0.8, -0.6, 0.9], [0.3, -0.5, -0.3], [-0.5, -0.3, 0.4], [-0.1, 0.6, -0.3], [0.0, 0.2, 0.1], [0.7, -0.2, 1.5], [-0.3, -0.4, 0.1], [0.4, -0.6, -0.1], [-0.2, 0.0, -0.2], [0.0, -0.4, 0.2], [0.0, -0.1, -0.7], [-0.1, -0.6, 0.7], [-1.3, 1.1, 1.2], [1.6, 0.7, -2.1], [0.8, 1.4, 0.4], [0.4, -1.1, -0.6], [-0.7, 0.4, 0.2], [0.1, -0.4, -0.3], [-0.1, -0.1, 0.0], [-0.2, -0.4, -0.4], [-0.1, 0.2, 0.0], [0.3, -0.4, 0.1]],
  "lowdin_charge": [-0.0624, -0.4352, -0.2987, -0.1811, -0.0765, 0.0666, 0.0808, 0.0711, 0.0836, 0.1335, 0.1595, 0.0757, 0.0765, 0.0927, 0.1005, 0.0727, 0.0518, -0.0395, -0.4388, -0.2077, -0.1886, -0.0712, 0.0493, 0.0734, 0.0830, 0.0804, 0.0610, 0.1244, 0.1261, 0.0956, 0.0853, 0.0682, 0.0221, 0.0698, -0.0961, -0.3378, -0.1393, -0.2466, -0.0883, 0.0315, -0.0384, 0.0888, 0.1048, 0.0734, 0.1496, 0.0557, 0.1160, 0.0539, 0.1094, 0.0703, 0.0712, -0.0540, -0.3947, -0.2134, -0.1600, -0.0844, 0.0351, 0.0498, 0.0864, 0.0853, 0.1421, 0.0668, 0.1230, 0.0901, 0.0875, 0.0417, 0.0546, 0.0617, -0.2631, -0.2049, -0.0831, -0.0461, 0.1116, 0.1141, 0.1290, 0.0724, 0.0832, 0.0875]
}